[1]
99
Properties=species:S:1:pos:R:3:forces:R:3:lowdin_spin:R:1 method="wB97M-V/def2-TZVPD" gap_ev="7.149 / 8.087" total_charge=+1 multiplicity=3 largest_force_ev_per_a=1.7 lumo_ev="-2.4 / -2.7"
Ti -0.3908 -0.0412 -0.7567 -1.3 0.7 0.9 1.640
C -4.0263 3.1079 0.8480 0.2 0.2 -0.3 0.001
C -2.6363 3.1370 1.4710 -0.2 -0.5 -0.2 0.001
S -1.4347 2.0352 0.6264 0.4 0.8 0.1 0.023
C -0.2042 3.1980 -0.0568 -0.3 0.0 0.1 0.016
C -0.6319 3.8197 -1.3743 0.1 -0.2 -0.3 0.001
S -0.9911 2.5313 -2.6170 -0.1 0.1 0.1 0.001
C -2.7638 2.7901 -2.9988 0.3 -0.1 0.3 0.000
C -3.7561 2.4394 -1.8946 -0.1 0.2 0.0 0.000
S -4.1047 3.8673 -0.8043 0.0 -0.2 0.1 0.000
H -4.7114 3.6919 1.4634 0.0 -0.1 0.1 0.000
H -4.4110 2.0906 0.7764 -0.1 0.0 0.1 0.000
H -2.6684 2.7900 2.5055 0.0 0.1 0.0 0.000
H -2.2135 4.1392 1.4492 0.0 0.0 0.0 0.000
H 0.6925 2.5937 -0.2098 0.1 0.0 0.1 0.006
H 0.0099 3.9572 0.6970 0.0 0.0 0.0 0.002
H 0.1673 4.4506 -1.7650 0.0 0.0 0.0 0.000
H -1.5323 4.4134 -1.2581 0.0 0.1 0.0 0.000
H -2.9341 2.1341 -3.8521 0.0 0.0 -0.1 0.000
H -2.8790 3.8218 -3.3312 -0.1 0.0 -0.1 0.000
H -3.3754 1.6249 -1.2905 0.0 0.0 0.1 0.000
H -4.7046 2.1282 -2.3337 0.0 0.0 -0.1 0.000
C 0.1653 -2.5138 1.4421 0.1 0.1 0.0 0.007
C 0.9217 -1.5785 2.3812 -0.2 0.0 0.0 0.003
As 1.1762 0.1814 1.4986 0.7 -0.3 0.6 0.014
C 0.8066 1.4192 2.9589 -0.1 0.1 -0.1 0.001
C -0.2270 1.1922 3.8602 0.0 -0.1 0.0 -0.001
C -0.5561 2.1475 4.8104 0.0 0.0 0.0 0.000
C 0.1330 3.3516 4.8518 0.0 0.0 0.0 -0.001
C 1.1661 3.5862 3.9544 0.0 0.0 0.0 0.000
C 1.5031 2.6241 3.0138 0.0 -0.1 -0.1 -0.001
C 3.1274 0.2543 1.5599 0.0 0.0 -0.1 0.002
C 3.7717 0.1923 2.7956 -0.1 0.0 0.0 0.000
C 5.1545 0.2078 2.8614 0.0 0.0 0.0 0.000
C 5.9035 0.2879 1.6941 0.1 0.0 0.0 0.000
C 5.2689 0.3550 0.4647 0.0 0.0 0.0 0.000
C 3.8810 0.3384 0.3952 -0.1 0.0 0.0 0.000
As -1.5790 -1.7011 0.9785 -0.1 -1.4 0.6 0.018
C -2.4410 -3.1965 0.0729 -0.1 0.1 0.0 0.006
C -1.7549 -4.2869 -0.4490 0.1 0.1 0.1 0.000
C -2.4369 -5.2665 -1.1629 0.0 0.0 -0.1 0.000
C -3.8059 -5.1627 -1.3514 0.0 0.0 0.0 0.000
C -4.5009 -4.0905 -0.8063 0.0 0.0 0.0 0.001
C -3.8207 -3.1137 -0.1001 0.1 0.0 0.0 0.001
C -2.4758 -1.9500 2.7020 0.0 0.4 -0.2 0.000
C -2.5141 -3.2132 3.2833 0.1 0.0 -0.1 -0.001
C -3.1595 -3.4016 4.4939 0.0 0.0 0.0 0.000
C -3.7793 -2.3299 5.1256 0.0 0.0 0.0 0.000
C -3.7639 -1.0743 4.5397 0.0 0.0 0.0 0.000
C -3.1145 -0.8846 3.3274 0.1 0.0 -0.2 0.000
H 0.0214 -3.4968 1.8914 -0.1 0.0 -0.1 0.000
H 0.7334 -2.6370 0.5127 0.0 -0.1 0.0 0.004
H 1.9029 -1.9827 2.6241 0.0 0.1 0.0 0.000
H 0.3716 -1.4476 3.3149 0.0 0.0 0.0 0.000
H -0.7799 0.2608 3.8297 0.0 0.0 0.0 0.000
H -1.3492 1.9507 5.5214 0.0 0.0 0.0 0.000
H -0.1294 4.1005 5.5876 0.0 0.0 0.0 0.000
H 1.7139 4.5190 3.9944 0.0 0.0 0.0 0.000
H 2.3210 2.8025 2.3247 0.0 0.1 0.0 0.000
H 3.1842 0.1385 3.7051 0.1 0.0 0.0 0.000
H 5.6511 0.1599 3.8217 0.0 0.0 0.0 0.000
H 6.9846 0.3031 1.7457 0.0 0.0 0.0 0.000
H 5.8526 0.4252 -0.4446 0.0 0.0 0.0 0.000
H 3.3772 0.3948 -0.5588 0.1 0.0 0.0 0.000
H -0.6895 -4.3993 -0.2720 0.0 0.0 -0.1 0.000
H -1.8996 -6.1167 -1.5640 0.0 0.0 0.0 0.000
H -4.3337 -5.9258 -1.9078 0.0 0.0 0.0 0.000
H -5.5729 -4.0202 -0.9357 0.0 0.0 0.0 0.000
H -4.3595 -2.2762 0.3307 -0.1 0.0 -0.1 0.000
H -2.0553 -4.0561 2.7794 0.0 0.0 0.0 0.000
H -3.1875 -4.3845 4.9451 0.0 0.0 0.0 0.000
H -4.2830 -2.4774 6.0718 0.0 0.0 0.0 0.000
H -4.2607 -0.2431 5.0235 0.0 0.0 0.0 0.000
H -3.1086 0.0925 2.8556 0.0 0.0 0.1 0.000
C 0.9029 -2.8493 -3.4390 0.2 0.1 0.0 0.003
N -0.1776 -2.2741 -2.6535 0.1 0.2 0.0 0.026
C -0.7958 -1.1269 -3.0254 -0.8 -0.6 -1.1 0.041
N -0.4115 -0.5256 -4.1672 0.3 -0.1 0.3 0.033
S -2.2419 -0.6654 -2.2451 -0.3 -0.2 -0.4 0.042
H 1.2439 -3.7586 -2.9508 0.0 0.0 0.0 0.000
H 1.7406 -2.1506 -3.4774 0.0 0.0 0.0 0.001
H 0.5848 -3.0897 -4.4568 -0.1 0.0 0.0 0.001
H -0.7937 -2.9276 -2.1906 -0.1 0.0 0.2 0.002
H 0.5386 -0.6661 -4.4787 0.0 0.0 0.0 0.003
H -0.7495 0.4125 -4.3029 -0.1 0.1 0.0 0.001
N 7.2209 1.2727 -7.1221 0.0 0.0 0.0 0.005
C 6.3930 1.1209 -6.3397 0.2 0.0 -0.2 0.001
C 5.3521 0.9423 -5.3741 -0.3 0.0 0.2 0.009
C 4.2004 1.7270 -5.4548 0.1 0.0 0.0 -0.002
C 3.1819 1.5516 -4.5394 0.0 0.0 0.1 0.011
C 3.3029 0.5996 -3.5183 0.1 0.1 -0.2 0.008
C 4.4686 -0.1703 -3.4356 -0.1 0.0 0.0 0.011
C 5.4827 -0.0047 -4.3585 0.1 0.0 -0.1 -0.002
C 2.2334 0.4159 -2.5906 -0.1 0.0 0.1 0.062
C 1.3109 0.2519 -1.8056 1.4 0.3 -0.8 -0.003
H 4.1215 2.4749 -6.2322 0.0 0.0 0.0 0.000
H 2.2847 2.1556 -4.5917 0.0 0.0 0.0 0.001
H 4.5696 -0.8930 -2.6361 0.0 0.0 0.0 0.001
H 6.3825 -0.6018 -4.3004 0.0 0.0 0.0 0.000



[2]
22
Properties=species:S:1:pos:R:3:forces:R:3:lowdin_charge:R:1 method="wB97M-V/def2-TZVPD" gap_ev=8.198 total_charge=+1 de_lowest_kj_mol=316.37 largest_force_ev_per_a=5.3 lumo_ev=-4.5
C -1.8746 2.1442 0.7936 0.1 0.0 0.6 -0.105
C 0.1980 1.8325 -0.0808 -1.2 -0.5 0.6 -0.028
C -2.0524 0.8096 1.0780 -0.9 0.6 0.0 -0.033
C 0.1182 0.3943 -0.0371 -4.4 1.3 1.8 -0.088
C -1.1459 -1.4264 1.4105 -1.2 1.1 0.9 0.013
C 2.2582 0.2477 -1.1676 1.7 -1.4 -0.2 0.001
C 0.8281 -1.6959 -1.2101 -0.9 -0.7 -0.8 -0.024
N -0.7520 2.6611 0.3316 2.2 -1.6 -1.3 0.115
N -1.1426 -0.0801 0.7091 5.0 -1.0 -1.6 0.002
N 0.9731 -0.3609 -0.6589 2.2 -0.5 -0.7 -0.127
H -2.4592 2.9886 0.9610 -2.3 0.3 0.9 0.105
H 1.0399 2.2631 -0.5529 0.5 0.6 0.0 0.092
H -2.9010 0.3484 1.6084 0.3 0.7 -0.3 0.154
H -0.1633 -1.8035 1.6100 0.7 0.2 -0.1 0.091
H -1.6550 -1.2413 2.3920 0.6 -0.2 -0.8 0.113
H -1.7193 -2.2000 0.9250 -0.2 0.0 -0.6 0.091
H 3.1681 0.0600 -0.5275 -1.3 -0.5 0.0 0.124
H 2.5869 -0.1894 -2.1779 -1.1 0.8 1.4 0.132
H 2.2468 1.3074 -1.1661 -0.3 0.6 -0.6 0.049
H 0.8830 -1.5719 -2.3156 -0.2 -0.2 0.6 0.111
H 1.7090 -2.2827 -0.9441 -0.3 -0.2 0.3 0.106
H -0.1440 -2.2048 -0.9805 1.1 0.6 0.1 0.105



[3]
10
Properties=species:S:1:pos:R:3:forces:R:3:lowdin_charge:R:1 method="wB97M-V/def2-TZVPD" gap_ev=9.844 de_lowest_kj_mol=232.49 largest_force_ev_per_a=6.0 lumo_ev=0.3
C -1.2061 -0.0098 -0.0736 -4.1 1.1 4.1 -0.836
C 1.4666 0.4374 0.1726 4.0 0.6 2.5 -0.529
H -2.3725 1.8438 0.0389 2.8 -1.5 -0.6 0.161
H -0.7715 1.7626 -0.8068 0.0 1.2 -0.8 0.044
H -1.5827 -1.7163 0.5988 -0.5 0.2 0.4 0.008
H 1.0441 1.4399 0.6553 0.6 -1.9 -1.2 0.125
N -1.3790 1.4037 -0.1171 -2.1 -1.6 0.6 0.048
N -2.0283 -0.7889 0.6116 1.3 1.3 -2.3 0.040
O 2.6940 0.1427 0.3355 -5.0 1.0 -1.2 -0.085
S 0.2762 -0.7088 -0.4516 3.0 -0.5 -1.4 1.024



[4]
64
Properties=species:S:1:pos:R:3:forces:R:3:lowdin_charge:R:1 method="wB97M-V/def2-TZVPD" gap_ev=8.511 largest_force_ev_per_a=0.6 lumo_ev=-0.4
C 3.2112 -3.3780 -1.5404 -0.6 0.1 0.1 -0.117
C 2.8189 -3.1713 -3.0018 0.3 -0.1 -0.1 -0.263
C 2.8597 -1.7179 -3.4953 -0.3 -0.2 -0.1 -0.196
C 2.2913 -0.6423 -2.5586 0.0 0.2 -0.1 -0.314
O 1.0717 -0.0869 -3.0210 0.0 0.0 0.1 -0.448
P -0.3469 -0.9551 -2.5830 -0.6 0.0 -0.2 0.859
C -1.9320 -1.9229 -2.1000 0.2 0.1 0.2 -0.334
C -1.8198 -3.3967 -2.4209 -0.1 -0.2 -0.1 -0.515
C -2.8139 -4.2816 -1.6640 0.2 -0.2 -0.2 -0.047
O -2.0084 -3.5486 -3.8408 0.0 0.2 0.1 -0.063
H 4.0643 -2.7631 -1.2503 0.2 -0.1 -0.1 0.081
H 3.3986 -4.4280 -1.3323 0.2 0.0 0.0 0.047
H 2.3804 -3.0920 -0.8884 0.1 0.1 0.1 0.064
H 3.5110 -3.7459 -3.6234 -0.1 0.0 -0.1 0.103
H 1.8360 -3.6176 -3.1761 -0.1 0.1 0.1 0.083
H 2.2753 -1.6544 -4.4163 0.1 0.1 -0.1 0.105
H 3.8834 -1.4680 -3.7791 0.1 0.0 0.2 0.106
H 2.1504 -1.0313 -1.5423 0.0 0.0 0.1 0.076
H 3.0014 0.1812 -2.4726 0.0 0.0 0.0 0.112
H 0.0035 -0.8369 -1.2249 0.2 -0.2 0.0 0.034
H -1.0733 0.0909 -3.1608 0.0 0.1 -0.1 0.032
H 0.0424 -2.0292 -3.4092 0.1 -0.1 0.1 0.036
H -2.8174 -1.5038 -2.5844 0.0 -0.1 -0.1 0.086
H -2.0682 -1.8250 -1.0212 0.0 0.1 0.0 0.038
H -0.8051 -3.7412 -2.1749 0.0 0.1 0.1 0.120
H -3.0762 -3.8572 -0.6968 0.0 0.0 0.0 0.067
H -3.7075 -4.4145 -2.2725 -0.1 0.1 0.1 0.080
H -2.3896 -5.2729 -1.4931 0.0 0.0 0.0 0.073
H -1.3702 -4.1756 -4.1785 0.1 -0.2 -0.1 0.081
C -3.6507 0.7211 1.7306 0.0 0.1 0.0 0.041
N -2.6355 -0.2440 1.2300 0.0 0.0 0.0 -0.439
O -1.6524 0.2075 0.6733 0.0 0.0 0.0 0.039
O -2.8494 -1.4223 1.4150 0.0 0.0 0.0 0.067
H -3.3065 1.7200 1.4993 0.0 0.0 0.0 0.076
H -4.5900 0.4936 1.2358 0.0 -0.1 0.0 0.107
H -3.7428 0.5751 2.8016 0.0 0.0 0.0 0.102
C -4.2440 5.4573 2.6869 -0.2 0.0 0.0 0.049
N -3.7592 4.1172 3.1090 0.1 0.0 0.0 -0.437
O -4.5637 3.2233 3.2700 -0.1 0.1 0.0 0.063
O -2.5578 3.9983 3.2573 0.0 -0.1 0.0 0.051
H -5.3218 5.4195 2.5848 0.0 -0.1 0.0 0.099
H -3.9361 6.1663 3.4481 0.1 0.0 0.0 0.103
H -3.7570 5.6932 1.7478 0.1 0.1 0.0 0.085
C 5.7170 -4.9869 2.0116 -0.1 0.0 0.1 0.046
N 5.4526 -5.3374 0.5887 0.0 0.0 -0.1 -0.450
O 4.3813 -5.8369 0.3165 0.0 -0.1 0.1 0.055
O 6.3327 -5.0898 -0.2079 0.0 0.0 0.0 0.065
H 4.8480 -5.2612 2.5967 0.0 0.0 0.0 0.093
H 6.6004 -5.5373 2.3196 0.0 0.0 0.0 0.099
H 5.9070 -3.9187 2.0492 0.0 0.0 0.0 0.100
C 0.3760 2.0586 2.8952 -0.1 0.0 -0.2 0.039
N 1.3564 2.9528 3.5701 0.0 0.0 0.0 -0.453
O 2.1496 3.5547 2.8751 0.0 0.0 0.0 0.059
O 1.2904 3.0263 4.7788 0.0 0.0 0.0 0.063
H 0.5574 2.0932 1.8279 0.0 0.0 0.0 0.093
H 0.5209 1.0577 3.2900 0.0 0.0 0.1 0.102
H -0.6168 2.4242 3.1432 0.0 0.0 0.1 0.072
C -0.4725 7.4377 1.1294 0.1 0.0 0.0 0.053
N -1.6174 8.3882 1.2110 0.0 0.0 0.0 -0.445
O -1.4209 9.5460 0.9278 0.0 0.0 0.0 0.087
O -2.6873 7.9276 1.5684 0.0 0.0 0.0 0.036
H 0.4024 7.9874 0.8060 0.0 0.0 0.0 0.096
H -0.3363 7.0094 2.1179 0.0 0.0 0.0 0.102
H -0.7451 6.6637 0.4184 0.0 0.0 0.0 0.101